No. 1
# C14H37CrFN3O4

A structure of composition C14H37CrFN3O4 (ωB97M-V/def2-TZVPD, OMol25).

Properties
HOMO level (spin up / spin down) (eV): -10.9 / -10.9
Gap between HOMO and LUMO (spin up / spin down) (eV): 6.761 / 6.890
E_LUMO (spin up / spin down) (eV): -4.15 / -4.02
F_max (eV Å⁻¹): 3.38

```
! wB97M-V def2-TZVPD RIJCOSX def2/J DEFGRID3
* xyz 1 5
Cr -1.21 1.53 1.48
F -0.89 -0.23 0.50
C 3.82 0.63 5.45
O 2.87 1.41 4.70
C 1.51 1.25 5.16
C 0.42 1.78 4.22
N 0.19 0.98 2.97
C 1.50 0.97 2.24
C 1.73 2.19 1.29
O 0.65 2.25 0.35
C 1.00 3.26 -0.56
H 4.79 0.99 5.08
H 3.56 -0.43 5.47
H 3.99 0.85 6.50
H 1.43 1.72 6.14
H 1.31 0.19 5.35
H 0.75 2.75 3.85
H -0.53 1.99 4.73
H 0.17 0.08 3.42
H 1.45 0.13 1.54
H 2.36 0.63 2.82
H 2.74 2.12 0.87
H 1.65 3.15 1.81
H 2.07 3.26 -0.73
H 0.60 4.23 -0.25
H 0.44 3.19 -1.50
C -4.20 1.95 -1.81
C -2.99 1.26 -1.15
C -2.01 0.78 -2.27
O -1.51 1.86 -3.07
C -0.53 1.35 -3.98
N -2.19 2.26 -0.39
H -4.44 1.55 -2.79
H -4.04 3.03 -1.90
H -5.09 1.91 -1.18
H -3.20 0.42 -0.49
H -2.44 0.08 -2.98
H -1.12 0.32 -1.83
H -0.84 0.54 -4.64
H 0.37 1.08 -3.43
H -0.43 2.18 -4.66
H -2.92 2.90 -0.10
H -1.81 2.76 -1.18
C -0.32 -3.70 -0.44
C 0.48 -3.42 -1.68
C -0.42 -3.51 -3.00
O -0.99 -4.80 -3.27
C -0.12 -5.91 -3.51
N 1.14 -2.12 -1.50
H 0.28 -3.58 0.46
H -0.74 -4.70 -0.47
H -1.16 -3.01 -0.48
H 1.25 -4.19 -1.73
H 0.20 -3.26 -3.87
H -1.14 -2.69 -2.94
H -0.58 -6.88 -3.64
H 0.59 -5.89 -2.68
H 0.39 -5.65 -4.44
H 1.83 -2.16 -0.76
H 0.35 -1.64 -1.09
*
```

Here are the natural (NBO) charges for atoms 1 to 6, given in e: Cr 1.477; F -0.794; C -0.275; O -0.550; C -0.096; C -0.262

No. 2
# C3H11NS

A cluster of 2 separate species, C3H11NS in total (ωB97M-V/def2-TZVPD, OMol25).

Properties
HOMO level (eV): -9.4
Gap between HOMO and LUMO (eV): 10.389
Structure (SMILES): CCCN.S
E_LUMO (eV): 1.01
Energy relative to the best compared isomer or geometry (same formula, charge and spin) (eV): 0.292
F_max (eV Å⁻¹): 1.36

```
! wB97M-V def2-TZVPD RIJCOSX def2/J DEFGRID3
* xyz 0 1
C 0.49 0.76 -1.96
C 0.87 0.47 -0.47
C -0.25 0.68 0.57
N 0.04 0.06 1.89
H 0.39 1.81 -2.27
H -0.50 0.27 -2.08
H 1.23 0.30 -2.65
H 1.12 -0.58 -0.40
H 1.74 1.07 -0.20
H -1.14 0.15 0.21
H -0.51 1.78 0.63
H -0.67 0.37 2.52
H 0.94 0.35 2.25
S -1.09 -2.74 0.07
H -0.51 -2.02 1.02
H -2.17 -2.74 0.86
*
```

Here are the natural (NBO) charges for atoms 1 to 6, given in e: C -0.610; C -0.407; C -0.221; N -0.847; H 0.206; H 0.208

No. 3
# C8H13F2NO4S

The molecule C8H13F2NO4S (ωB97M-V/def2-TZVPD, OMol25).

Properties
HOMO level (eV): -10.0
Gap between HOMO and LUMO (eV): 10.502
Structure (SMILES): C#CCCO[C@@](O)([C@@H](N)[C@H](C)F)S(=O)(=O)F
E_LUMO (eV): 0.48
F_max (eV Å⁻¹): 0.73

```
! wB97M-V def2-TZVPD RIJCOSX def2/J DEFGRID3
* xyz 0 1
C -0.05 -1.77 4.10
C -0.82 -1.40 3.26
C -1.75 -1.03 2.21
C -1.20 0.07 1.27
O -1.39 -0.28 -0.11
C -0.35 -0.70 -0.90
O -0.98 -1.50 -1.86
C 0.39 0.47 -1.61
N -0.62 1.28 -2.28
C 1.36 1.30 -0.74
C 1.21 2.80 -0.89
F 2.66 0.96 -1.15
S 0.80 -1.87 -0.02
O 1.78 -1.22 0.77
O 0.06 -2.98 0.48
F 1.53 -2.37 -1.33
H 0.61 -2.09 4.87
H -2.70 -0.68 2.63
H -1.99 -1.90 1.59
H -1.79 0.97 1.41
H -0.17 0.31 1.51
H -0.33 -1.76 -2.54
H 1.04 -0.01 -2.36
H -0.43 1.34 -3.27
H -1.54 0.89 -2.16
H 1.32 1.04 0.31
H 1.31 3.10 -1.93
H 0.24 3.12 -0.52
H 2.00 3.28 -0.32
*
```

Here are the natural (NBO) charges for atoms 1 to 6, given in e: C -0.215; C -0.024; C -0.521; C -0.070; O -0.526; C 0.330

No. 4
# C8H7ClO2

The molecule C8H7ClO2 (ωB97M-V/def2-TZVPD, OMol25).

Properties
HOMO level (spin up / spin down) (eV): -6.6 / -6.1
Gap between HOMO and LUMO (spin up / spin down) (eV): 4.816 / 3.970
E_LUMO (spin up / spin down) (eV): -1.78 / -2.13
Energy relative to the best compared isomer or geometry (same formula, charge and spin) (eV): 7.078
F_max (eV Å⁻¹): 5.10

```
! wB97M-V def2-TZVPD RIJCOSX def2/J DEFGRID3
* xyz 0 1
C -0.54 -0.55 2.50
C -1.70 -0.95 1.93
C 0.54 -0.16 1.74
C -1.96 -0.77 0.56
C 0.32 0.05 0.36
C -0.91 -0.24 -0.24
C 1.52 0.51 -0.40
C 0.75 0.89 -2.83
O 1.62 0.44 -1.94
O 0.06 0.04 -3.58
Cl 0.13 2.56 -2.63
H -0.48 -0.67 3.50
H -2.54 -1.24 2.51
H 1.46 0.31 2.12
H -2.90 -0.90 -0.01
H 1.95 1.61 -0.16
H 2.52 -0.03 -0.09
H 0.17 -0.89 -3.33
*
```

Here are the natural (NBO) charges for atoms 1 to 6, given in e: C -0.233; C -0.223; C -0.225; C -0.270; C -0.225; C -0.338

No. 5
# C26H49N2O3P

A cluster of 4 separate species, C26H49N2O3P in total (ωB97M-V/def2-TZVPD, OMol25).

Properties
HOMO level (eV): -9.2
Gap between HOMO and LUMO (eV): 8.649
Structure (SMILES): NP(O)N1C(=O)c2ccccc2C1=O.CCCCCC.CCCCCC.CCCCCC
E_LUMO (eV): -0.59
F_max (eV Å⁻¹): 0.84

```
! wB97M-V def2-TZVPD RIJCOSX def2/J DEFGRID3
* xyz 0 1
N 0.28 -1.11 5.06
P 0.94 -2.24 3.93
O 1.68 -1.13 2.99
N -0.52 -2.64 2.95
C -1.45 -3.52 3.60
O -1.14 -4.49 4.24
C -2.81 -3.02 3.26
C -4.05 -3.44 3.71
C -5.16 -2.82 3.18
C -5.03 -1.82 2.20
C -3.78 -1.40 1.76
C -2.69 -2.00 2.34
C -1.24 -1.67 2.22
O -0.77 -0.67 1.74
H 0.41 -0.17 4.70
H -0.71 -1.25 5.21
H 1.41 -1.20 2.06
H -4.11 -4.21 4.47
H -6.15 -3.08 3.53
H -5.92 -1.36 1.80
H -3.67 -0.60 1.04
C 5.49 -2.82 -2.57
C 4.42 -1.74 -2.68
C 4.19 -0.98 -1.37
C 3.68 -1.85 -0.21
C 2.38 -2.59 -0.50
C 1.20 -1.67 -0.79
H 5.21 -3.60 -1.86
H 5.64 -3.31 -3.54
H 6.45 -2.40 -2.26
H 3.49 -2.18 -3.03
H 4.73 -1.02 -3.44
H 3.49 -0.17 -1.55
H 5.13 -0.51 -1.06
H 3.54 -1.20 0.66
H 4.45 -2.57 0.07
H 2.14 -3.21 0.37
H 2.52 -3.29 -1.33
H 1.02 -0.99 0.04
H 0.29 -2.24 -0.96
H 1.38 -1.06 -1.68
C -7.38 4.03 4.20
C -6.73 3.30 5.37
C -5.22 3.48 5.45
C -4.45 2.94 4.24
C -4.67 1.46 3.95
C -4.22 0.54 5.08
H -7.01 3.66 3.24
H -8.46 3.89 4.20
H -7.17 5.10 4.25
H -6.98 2.23 5.33
H -7.17 3.67 6.30
H -4.85 3.01 6.36
H -4.99 4.55 5.55
H -3.38 3.11 4.41
H -4.71 3.52 3.35
H -4.11 1.20 3.05
H -5.72 1.27 3.72
H -3.15 0.68 5.30
H -4.36 -0.51 4.82
H -4.77 0.72 6.00
C 5.23 2.23 -8.71
C 4.15 2.69 -7.75
C 4.56 2.62 -6.28
C 4.89 1.22 -5.77
C 3.77 0.20 -5.93
C 2.51 0.56 -5.14
H 5.50 1.18 -8.55
H 4.91 2.32 -9.74
H 6.14 2.82 -8.59
H 3.24 2.11 -7.91
H 3.89 3.73 -7.98
H 3.77 3.06 -5.66
H 5.44 3.26 -6.13
H 5.16 1.29 -4.71
H 5.78 0.84 -6.28
H 4.13 -0.77 -5.58
H 3.52 0.07 -6.98
H 2.73 0.65 -4.07
H 1.75 -0.21 -5.26
H 2.08 1.50 -5.48
*
```

Here are the Mulliken charges for atoms 1 to 6, given in e: N -0.659; P 0.219; O -0.531; N 0.242; C -0.181; O -0.574

No. 6
# C17H26N4O4S

The molecule C17H26N4O4S (ωB97M-V/def2-TZVPD, OMol25).

Properties
HOMO level (eV): -7.6
Gap between HOMO and LUMO (eV): 7.859
Structure (SMILES): COc1cc(/C=N/NC(=S)NCCN2CCOCC2)cc(OC)c1OC
E_LUMO (eV): 0.21
Energy relative to the best compared isomer or geometry (same formula, charge and spin) (eV): 3.279
F_max (eV Å⁻¹): 1.07

```
! wB97M-V def2-TZVPD RIJCOSX def2/J DEFGRID3
* xyz 0 1
C -2.36 4.52 -3.21
O -3.20 3.80 -2.34
C -2.64 2.92 -1.46
C -1.27 2.68 -1.39
C -0.73 1.77 -0.49
C 0.69 1.56 -0.46
N 1.23 0.76 0.38
N 2.56 0.58 0.36
C 3.17 -0.30 1.20
S 4.79 -0.57 1.02
N 2.40 -0.83 2.16
C 2.72 -2.07 2.82
C 1.87 -3.21 2.25
N 1.83 -3.12 0.80
C 0.66 -3.72 0.19
C 0.65 -3.36 -1.29
O 1.81 -3.83 -1.94
C 2.97 -3.30 -1.33
C 3.03 -3.65 0.16
C -1.58 1.07 0.36
C -2.94 1.29 0.32
O -3.86 0.67 1.12
C -3.39 -0.28 2.04
C -3.50 2.23 -0.59
O -4.85 2.32 -0.50
C -5.57 3.31 -1.20
H -3.02 5.15 -3.80
H -1.65 5.15 -2.66
H -1.81 3.85 -3.88
H -0.60 3.21 -2.06
H 1.30 2.12 -1.18
H 3.15 1.06 -0.32
H 1.41 -0.62 2.04
H 3.79 -2.25 2.67
H 2.53 -1.97 3.89
H 0.84 -3.10 2.61
H 2.26 -4.18 2.61
H -0.24 -3.32 0.67
H 0.66 -4.82 0.30
H -0.19 -3.82 -1.80
H 0.59 -2.26 -1.39
H 3.82 -3.73 -1.86
H 2.98 -2.21 -1.44
H 3.91 -3.18 0.59
H 3.10 -4.74 0.28
H -1.15 0.36 1.05
H -2.89 -1.12 1.55
H -2.71 0.17 2.77
H -4.28 -0.65 2.56
H -5.22 4.32 -0.95
H -6.60 3.20 -0.86
H -5.52 3.16 -2.28
*
```

Here are the natural (NBO) charges for atoms 1 to 6, given in e: C -0.250; O -0.509; C 0.230; C -0.279; C -0.090; C 0.071